No. 1
ORCA calculation (ωB97M-V/def2-TZVPD) on a molecular structure, C42H33F10IrN6O3S3 at a distorted geometry.

The geometry in XYZ format:
```
98
Properties=species:S:1:pos:R:3:forces:R:3
C 2.884087 5.109941 -2.423432 0.022 0.163 -0.067
C -2.665140 0.320638 3.110172 -0.950 0.045 -1.061
H -0.471021 -7.637658 2.144230 0.347 -0.069 -0.342
C -3.899095 1.857840 1.797042 0.712 -0.065 -0.392
C -1.181193 -1.418930 3.988162 0.596 1.165 -1.010
C -3.937652 -3.552043 -2.701436 0.226 -0.700 0.781
F -4.857067 -0.604753 2.384930 0.112 0.799 0.184
C 2.214497 -1.135734 1.235793 -0.405 0.557 0.287
S -3.299975 0.226377 -1.419715 -0.667 0.935 -0.185
H 6.016555 1.937088 -1.728168 0.070 0.028 -0.128
C -3.368339 -1.477362 -1.728787 1.261 0.062 0.698
C -4.038387 -2.162337 -2.722982 -0.630 -0.309 0.132
C 4.138159 1.649405 -0.677896 2.710 1.158 1.187
C -3.310506 -2.028084 3.150187 -0.604 -0.299 -0.186
H 3.702897 2.272662 2.577433 -0.501 0.219 0.723
C -3.631945 3.006746 0.840170 -0.310 0.745 -1.508
C 2.053190 1.321434 0.719629 0.137 0.646 -1.434
F -0.428133 0.788104 3.796685 -0.359 -0.301 -0.397
H 1.843950 1.507284 1.753217 -0.665 -0.434 0.665
C -1.527128 3.989260 1.433275 0.157 -0.796 -0.217
C 0.571915 -4.692120 0.848809 0.822 1.047 -0.612
C 2.108445 3.809346 -4.272658 -0.929 -0.304 -1.188
F 3.910998 5.258966 -4.502252 0.616 0.183 -0.554
H -3.958403 3.970889 1.279576 0.289 -0.407 -0.027
S 0.498411 -2.079063 -2.701849 -0.581 -0.493 -0.643
C 5.541230 2.404307 1.593948 0.911 0.706 -1.133
O -4.620191 0.707995 -1.086689 0.813 -0.204 -0.219
F 2.195754 3.465906 -5.564828 -0.007 -0.113 0.513
F -1.672615 -3.625529 3.800074 -0.186 -2.047 0.093
O -2.550357 1.015762 -2.424264 -0.725 -0.272 0.260
H 3.661791 1.376788 -1.551873 -1.201 -0.698 -1.657
H 1.230290 -8.529299 0.410728 0.048 0.024 -0.194
C -2.587079 -2.047091 -0.707564 -1.691 -3.371 -1.562
C 1.352272 -1.839833 -1.267718 -0.008 1.437 0.605
C -3.168046 -4.238817 -1.689775 -1.175 3.466 -0.242
C -2.108755 -2.420735 3.680951 1.192 2.199 0.485
C 0.857685 3.800333 -2.204036 1.840 0.793 -0.134
N -0.269045 3.489131 -1.498833 -1.506 -1.270 0.797
H -0.692097 5.395696 -0.737579 0.604 0.709 0.831
H -4.733988 -1.661871 -3.423217 0.729 -0.277 0.448
F 1.672281 5.108800 -0.396162 0.072 0.021 0.210
C 1.639494 -6.545298 -0.310087 0.943 1.489 -0.311
H 6.049529 2.751978 2.461455 0.389 0.016 0.611
C 1.040045 -7.467794 0.475143 -2.507 0.431 2.688
H -4.196317 0.970626 1.276209 -0.101 -0.046 -0.684
H 1.997885 -4.308250 -2.103652 0.182 0.475 1.418
N 1.817616 -0.092505 0.316001 -0.001 2.262 0.065
H 3.243477 -4.352340 -0.830847 1.510 -0.391 -0.170
C 5.524867 1.994737 -0.770687 -1.341 -0.708 0.500
H -2.974963 3.719802 -1.562087 -1.616 -1.175 -1.821
C 2.223178 -4.155484 -0.997652 -1.287 0.451 -0.328
C -1.401400 -0.108126 3.596128 -0.251 -0.399 1.596
C 1.052645 3.355576 -3.492581 -0.444 -1.247 -0.584
H -4.294427 2.877196 -0.051396 0.493 -0.118 0.734
C 6.237984 2.300838 0.377751 0.147 0.258 -0.158
C 2.957237 4.742533 -3.774894 0.376 0.161 1.398
O -1.179836 -1.411120 1.136945 -0.705 0.219 -2.142
F 3.869447 5.865778 -1.942618 -0.375 0.049 0.119
F -4.199136 -2.903692 2.718804 -0.246 -1.111 0.107
H -2.021682 -4.047987 0.090947 -0.398 0.699 -0.216
C -2.455041 4.218308 -0.835317 1.282 1.630 1.959
H -3.095663 -5.277628 -1.601277 -0.080 -1.412 -0.280
H -4.574983 -4.080618 -3.416306 0.604 -0.147 0.185
C -1.917860 -1.118924 0.179275 1.206 0.192 2.159
N -2.779698 1.549707 2.637686 0.295 0.386 0.496
H 7.321349 2.503033 0.283019 -0.785 -0.128 0.335
H 2.933860 -0.749073 1.953249 -0.149 0.226 0.140
C -0.106070 -5.599328 1.619545 -0.556 -1.713 0.534
H 2.378986 -6.897524 -1.013704 0.049 0.155 -0.347
C 1.811672 4.705810 -1.654861 -0.085 -0.697 -1.037
H 1.443519 2.065049 0.127224 0.157 -1.128 0.390
N 2.072412 -2.725084 -0.582401 -0.858 -1.170 -1.441
H 1.279230 -1.416044 1.721787 0.216 -0.558 0.362
H 3.829604 -1.866502 0.078000 0.574 0.314 -0.197
H 0.467241 -3.603870 1.016390 -0.194 -0.729 -0.145
C -2.601504 -3.477798 -0.657167 1.211 0.221 -0.340
F 0.085485 -1.739663 4.305659 -0.487 -0.305 0.229
H -4.785508 2.151958 2.326159 -0.492 0.189 0.777
H 3.086744 -3.070627 1.083976 0.324 -0.387 0.867
N -2.253130 0.173820 -0.139337 0.424 0.426 -0.661
H -2.064937 4.913625 1.730810 0.386 -0.308 -0.543
F 0.198547 2.429712 -4.024413 0.642 1.249 0.295
C 2.891767 -2.214435 0.476059 0.106 -1.031 -0.017
C -1.145091 4.681532 -1.376112 0.362 -1.364 -0.132
C 3.497991 1.738662 0.539707 -0.399 -0.282 -0.431
H -0.478837 4.143842 1.160481 -0.208 0.305 0.162
C 4.188673 2.218536 1.635154 0.242 -0.908 0.135
S 0.498612 0.491938 -2.011896 0.131 0.591 -1.040
C 1.447245 -5.145756 -0.115914 0.008 -0.194 -0.737
C 1.275184 -0.459645 -0.856253 1.110 -2.338 0.882
H -1.187225 5.152684 -2.345253 -0.431 0.086 -0.472
N -2.222946 3.282567 0.284432 -1.085 -0.226 1.184
Ir -0.969994 1.732032 -0.822042 -0.963 2.910 1.138
H -0.823134 -5.223991 2.336064 0.033 -0.185 0.163
C -3.635254 -0.722745 2.914121 0.771 -0.325 0.349
H -1.586125 3.302247 2.285082 0.213 0.218 -0.269
H -2.985766 5.091602 -0.449151 -0.367 -0.021 -0.203
C 0.096739 -6.983313 1.481320 0.838 0.457 -1.075
```
Forces are in eV/Å.

Properties
Largest force on an atom in eV/A: 4.08
Net charge: +1
Calculated total energy in eV: -121679.338
LUMO level (alpha / beta) in eV: -2.955 / -4.693
Expectation value of S²: 8.8203
Energy above the lowest of the compared OMol25 structures with the same formula, charge and spin in kcal/mol: 28.3
Spin multiplicity: 6


No. 2
ORCA calculation (ωB97M-V/def2-TZVPD) on a molecular structure, C42H33N4P2PdS.

The geometry in XYZ format:
```
83
Properties=species:S:1:pos:R:3:forces:R:3
P -0.688742 1.469784 -1.605684 -0.069 -0.101 0.046
C -3.043699 -3.717504 -4.875817 -0.013 -0.023 -0.004
C -0.152070 4.193291 -5.328038 0.021 0.029 -0.013
H 2.853456 -4.645321 -2.493931 -0.001 -0.003 0.008
C -0.370718 2.567214 -3.061599 -0.012 -0.094 0.108
H 1.264755 -2.153275 4.205932 0.008 -0.004 0.026
H -2.967673 -5.385813 -3.521556 0.003 0.002 0.002
C -2.692649 -4.350676 -3.686984 0.013 0.030 0.011
H 0.934908 -0.706145 7.749332 -0.003 -0.005 0.009
H -3.018163 -1.872606 -5.969362 -0.002 -0.004 -0.001
H -0.267051 -1.359845 5.719771 0.011 -0.011 0.016
N -0.223952 -0.032839 -2.319523 -0.017 0.215 -0.057
H 0.281770 -0.170679 -4.385572 0.004 0.015 0.006
H -3.242758 2.099604 0.413613 0.022 -0.014 0.009
H -0.455940 3.391549 0.458782 -0.009 -0.009 0.021
C 1.947588 1.215861 -0.505940 -0.063 0.032 -0.003
H -2.142095 1.794379 -3.990274 0.005 0.009 0.000
C 0.265263 -0.419317 5.745026 -0.025 -0.071 -0.019
C 0.731174 1.895718 -0.525837 0.065 0.063 0.018
C -0.393036 -1.333037 2.955956 0.110 -0.161 -0.147
C -2.577530 2.878753 2.404097 0.018 -0.066 -0.018
N 2.892730 1.865526 9.083182 -0.008 -0.005 -0.014
C -2.012151 -3.652913 -2.703764 0.005 0.021 -0.085
Pd -2.183077 -0.947895 0.212822 -0.300 0.402 0.197
C -2.028987 -1.686759 -4.075204 -0.072 -0.019 -0.034
H 3.483468 2.847701 2.036620 -0.003 -0.006 0.000
H 1.352396 -1.045826 -3.283477 -0.020 0.000 0.009
C 1.512104 3.274808 1.299968 -0.021 -0.020 0.010
H 4.055704 -4.058370 -0.409680 -0.002 0.004 -0.001
H 2.116252 0.387075 -1.180724 -0.005 -0.017 -0.022
H -1.926667 3.195528 -6.018089 0.002 0.001 -0.002
H -3.086569 3.827629 2.498865 0.007 0.007 0.024
C 0.516306 2.912827 0.405318 0.016 0.009 -0.077
C -1.340846 1.020347 2.768421 -0.038 0.183 -0.177
C 0.753508 -0.140178 -3.398136 0.067 -0.029 -0.002
H 3.071830 -2.401890 1.155352 -0.001 0.008 0.007
C 0.770744 4.302517 -4.298023 -0.019 -0.038 0.005
H 1.582427 5.017447 -4.368290 -0.002 0.004 -0.008
C 2.569152 -2.649211 0.229097 -0.098 0.049 0.003
H -0.066882 4.823533 -6.205627 0.001 0.000 0.002
C 2.433463 -3.917374 -1.808748 0.001 0.006 0.019
C 0.665197 3.489046 -3.174877 0.014 0.027 -0.009
C 0.868290 1.664295 4.708627 -0.035 0.001 -0.052
N -1.151731 -1.901066 1.959281 -0.071 -0.364 0.108
C -1.308117 2.483587 -4.094006 0.002 0.031 -0.042
H 1.396761 3.570115 -2.379091 -0.008 -0.001 -0.004
H 2.088768 2.979175 5.859585 0.005 0.007 0.010
C 3.109901 -3.581721 -0.642605 0.068 -0.050 -0.027
C -3.789516 -0.571094 -0.676631 0.023 -0.217 -0.059
C 0.508325 -2.307759 3.453916 -0.037 0.093 0.069
C 1.561316 2.033176 5.833620 -0.056 -0.120 0.016
C -1.193716 3.278124 -5.224049 -0.007 -0.024 0.028
N -1.941219 0.884637 1.535376 0.123 0.066 0.024
H 0.856364 2.320777 3.851870 -0.004 0.035 -0.052
C 0.935051 -0.052000 6.885835 -0.017 0.054 -0.101
C 0.662433 -2.374992 -1.233724 -0.017 0.163 0.089
S -4.463204 0.191401 -1.911570 0.062 0.032 -0.026
H 0.720223 -4.455706 2.913764 0.008 0.012 -0.013
C -1.646992 -2.317739 -2.896991 -0.007 -0.047 -0.008
H 1.435908 0.709647 -3.388642 -0.005 0.030 0.028
C 2.933137 1.557160 0.410318 0.011 0.011 0.013
H 3.861922 0.998703 0.432578 -0.007 -0.002 0.002
H 1.323834 4.061210 2.020420 -0.022 -0.003 0.022
H -1.773347 -4.139284 -1.764917 0.027 0.005 0.030
H -1.477247 2.622407 4.314071 0.002 0.031 0.011
C -0.784526 -3.196070 1.883372 -0.137 0.104 -0.159
P -0.881012 -1.399007 -1.516253 0.292 -0.237 -0.069
C -0.512063 0.031145 3.395199 0.055 0.106 0.274
C -2.668586 1.988787 1.324613 -0.002 0.031 0.050
H -1.242699 -3.844023 1.146598 -0.007 -0.002 0.048
C 2.316772 1.558367 8.127790 0.043 0.027 0.067
H -1.809801 -0.634822 -4.210001 -0.003 -0.040 0.007
H 0.702930 -3.570428 -3.020569 -0.013 -0.001 0.012
C 0.198020 0.415555 4.597319 0.022 0.049 -0.027
H -3.587569 -4.259202 -5.640968 0.005 0.001 -0.001
C 0.233122 -3.499265 2.783837 0.090 -0.095 0.023
C 2.721176 2.593361 1.309701 0.027 -0.005 -0.030
C -2.720163 -2.383731 -5.061299 0.008 0.031 0.026
C -1.738115 2.260401 3.332373 -0.002 -0.039 -0.062
H 0.907033 -1.349657 0.638911 -0.007 -0.023 0.035
C 1.609729 1.181207 6.955279 0.020 0.032 0.002
C 1.346684 -2.055634 -0.057958 0.042 -0.098 -0.104
C 1.218980 -3.312698 -2.102378 -0.063 -0.001 -0.024
```
Forces are in eV/Å.

Properties
Largest force on an atom in eV/A: 0.54
Net charge: -2
Calculated total energy in eV: -82943.222
LUMO level (alpha / beta) in eV: 4.103 / 4.102
Expectation value of S²: 0.7753
Spin multiplicity: 2


No. 3
ORCA calculation (ωB97M-V/def2-TZVPD) on a molecular structure, C42H34AsBiF6N4O8STe at a distorted geometry.

The geometry in XYZ format:
```
98
Properties=species:S:1:pos:R:3:forces:R:3
O 1.664790 0.664198 2.287128 -0.129 0.182 0.173
C -3.618961 3.634867 2.756345 -0.119 0.011 0.030
H 2.651967 -1.504969 5.495531 -0.017 0.006 0.098
C -1.927243 2.009071 2.196832 -0.178 0.148 0.158
H -3.915692 4.714738 4.581074 -0.059 0.036 0.031
H -5.097227 5.086765 3.323419 -0.045 0.004 0.020
F 0.009672 -4.513374 -1.721965 0.251 0.346 0.336
C -3.201018 -4.103496 1.312038 -0.045 0.145 0.184
N 3.010885 -0.397004 -1.910407 0.698 -0.416 -0.389
C -3.600590 1.745804 -3.727055 -0.099 0.018 -0.017
H -3.780818 0.689138 -3.887295 0.022 -0.023 -0.106
C 1.885983 -0.815421 5.166124 0.129 0.176 0.127
C 1.122807 -1.283120 3.987817 0.391 0.274 -1.080
C 6.839954 -0.358504 0.966745 0.014 0.145 0.150
H 8.413481 -1.690970 0.420670 0.007 0.004 0.045
C -0.252653 1.787742 -4.177196 -0.027 0.089 0.011
C -1.752893 1.712049 -1.874859 -0.004 0.334 -0.210
H -5.198889 3.561590 4.221091 -0.054 0.033 0.035
O 1.374253 -1.497715 1.339770 0.192 0.178 0.434
C 1.806648 0.399656 5.738891 -0.009 -0.296 0.118
F 1.060913 -4.263865 0.484881 -0.246 0.440 0.115
C -0.006414 1.532909 4.410906 -0.150 -0.008 -0.074
C 7.419042 -1.333380 0.184014 -0.082 0.000 -0.078
C -1.297933 0.698552 2.473805 -0.773 -0.529 -1.225
C 0.953039 1.493844 5.382983 -0.103 0.006 -0.051
O 5.071817 1.097538 1.458564 0.078 0.086 0.266
C -0.718580 2.955925 -3.737625 0.009 -0.051 -0.066
C -2.881934 2.494615 3.066199 0.098 0.153 -0.166
N -0.883526 0.601181 -2.163496 0.205 -0.519 -0.244
F 0.223642 -2.255129 -0.916618 0.712 0.227 0.559
C -2.588365 3.630637 0.514895 0.055 -0.057 0.478
C -3.139000 4.524488 -3.287971 -0.013 0.133 0.003
H -3.032125 5.582640 -3.099306 -0.048 0.039 -0.055
H -4.962225 -3.390949 0.304008 -0.021 -0.038 -0.018
H -1.370724 -6.780918 0.349010 0.014 -0.010 0.012
F 1.689904 -3.033477 -2.707002 0.037 0.212 0.452
H 7.185744 -2.642109 -1.511999 -0.003 -0.009 0.002
C -2.829501 4.291893 -0.819064 0.043 0.040 -0.272
H -0.715709 3.838684 -4.363989 0.029 -0.004 -0.067
H -4.647398 -1.364223 0.903952 0.018 0.026 0.007
F 2.806350 -2.863956 -0.497947 -0.146 0.670 0.142
C -1.596263 2.694622 0.976773 0.077 0.442 -0.013
H -2.460297 -0.964503 -0.081765 -0.019 0.015 0.015
H 1.154092 2.423128 5.901801 -0.047 0.011 0.003
H -3.948333 1.793029 -1.638467 0.024 0.036 -0.001
C 6.735102 -1.866684 -0.907621 0.097 -0.013 -0.053
H -3.944340 4.758975 -5.212388 0.050 0.073 0.008
C -3.807921 2.641883 -4.688900 -0.120 -0.173 0.025
H -1.873533 1.669800 -0.811757 -0.015 0.210 -0.041
H 4.907622 -1.807650 -2.029954 -0.017 -0.027 -0.011
As 1.388654 -3.616265 -1.079797 -0.462 -2.585 -1.927
C -4.174635 -4.134291 0.320218 -0.007 0.079 0.095
C -4.139898 -5.119573 -0.654210 0.027 0.009 -0.071
H -1.451611 -5.053337 2.099335 0.141 0.010 -0.026
C -1.221018 3.076743 -2.335375 0.070 -0.127 0.213
C -3.177695 2.120737 -2.346305 -0.069 -0.280 0.062
H 1.702323 -0.171725 -4.128958 0.070 -0.024 0.058
O 3.416200 -1.033849 2.642133 -0.084 -0.121 0.166
H 2.494552 0.599567 6.552350 0.017 -0.036 0.003
C 1.170447 0.023416 -3.202733 0.516 -0.378 -0.011
Te -3.137550 -2.612968 2.821682 -0.639 -0.207 -0.311
C -3.135867 -6.076531 -0.644308 -0.006 -0.063 -0.007
H -4.136908 2.333185 -5.673056 -0.011 -0.071 0.007
C -4.514629 4.285306 3.775018 0.026 -0.127 -0.059
F 2.372717 -5.045204 -1.456078 -0.314 0.587 0.230
C -3.502815 4.118179 1.471295 -0.013 -0.177 -0.038
O -0.438869 2.499245 0.393719 -0.260 -0.450 0.417
C -2.677947 3.601229 -2.200279 -0.041 0.185 -0.195
C -2.693209 -0.355471 0.796305 -0.013 0.119 -0.074
H -3.091318 -6.828148 -1.420948 -0.003 0.004 -0.030
C -0.461844 0.483219 3.594362 0.309 -0.272 0.616
C -2.214912 -5.081158 1.334984 0.065 0.089 -0.006
S 2.025082 -0.755578 2.451258 0.241 -0.672 0.310
O 2.846115 0.767936 0.062469 -0.038 -0.200 -0.128
H -4.158466 4.915581 1.149469 0.019 0.060 0.025
H -4.298605 -0.260542 2.254023 -0.057 -0.042 0.029
O -0.201587 -0.837572 3.831259 -0.080 0.416 0.249
N 1.745730 -0.076250 -2.058075 -0.511 0.571 0.207
C -2.175980 -6.059364 0.354779 -0.035 -0.023 -0.036
H 0.168107 1.651557 -5.163915 0.026 0.053 -0.029
H 1.089341 -2.370291 3.904125 -0.057 0.051 0.135
C 5.474361 -1.402783 -1.204916 -0.057 0.026 0.114
C -3.633748 4.069019 -4.437845 0.003 0.105 0.090
H -4.892088 -5.129093 -1.433496 -0.008 -0.004 0.000
H -2.995110 0.647005 0.474631 -0.133 -0.109 -0.092
C 4.868724 -0.411377 -0.422944 0.074 -0.052 0.309
C 5.555899 0.115608 0.686944 0.060 -0.108 -0.426
C -3.872257 -0.992527 1.568407 1.077 -0.016 0.255
C -0.112163 0.706807 -3.188139 -0.442 0.283 0.298
C 3.501311 0.000437 -0.732335 -0.352 0.296 -0.833
N -1.491416 -0.326096 1.641428 -0.210 0.737 0.864
Bi 0.523824 0.272238 0.044201 0.376 -0.207 -0.157
H 4.111242 1.173969 1.311142 -0.021 -0.018 -0.126
H -0.477971 3.557397 -1.694227 -0.017 0.018 -0.024
H 7.355773 0.057085 1.822027 0.006 0.011 0.014
H -0.451534 2.492366 4.186370 0.032 0.033 -0.021
O -3.260105 5.430176 -0.828238 0.124 -0.119 0.021
H -3.044326 1.977437 4.006282 -0.007 -0.029 0.038
```
Forces are in eV/Å.

Properties
Largest force on an atom in eV/A: 3.26
Net charge: -1
Calculated total energy in eV: -167558.095
LUMO level (alpha / beta) in eV: 1.068 / 0.275
Expectation value of S²: 0.8212
Spin multiplicity: 2